Entry 1:
70
Properties=species:S:1:pos:R:3:mulliken_charge:R:1 method="wB97M-V/def2-TZVPD" multiplicity=1 lumo_energy_ev=-0.1005 charge=0 fmax_ev_per_a=1.15
C -2.93022 -4.81422 -1.98712 -0.735
C -1.82598 -5.49756 -1.75879 -0.044
C -0.48795 -4.90517 -1.40507 -1.251
N -0.52400 -3.47718 -1.16939 0.253
C -0.05925 -2.64294 -2.11753 0.215
C -0.03651 -1.28542 -2.02883 -0.728
C 0.54922 -0.56430 -3.20543 0.414
O 1.02567 -1.18282 -4.14572 -0.760
N 0.47993 0.77324 -3.13744 -0.027
C 1.05491 1.63289 -4.13882 -1.053
C 2.31890 2.33156 -3.61131 -0.660
N 2.79529 3.31811 -4.56220 0.286
C 3.57559 2.74499 -5.64595 -0.666
C 5.01129 2.32568 -5.30511 -1.064
C 3.38183 4.49118 -3.93565 -0.441
C 3.60282 5.62742 -4.92828 -1.393
C -0.53698 -0.62844 -0.84035 1.493
O -0.52707 0.58657 -0.64530 -0.909
C -1.07985 -1.55766 0.16525 -0.157
C -1.63313 -1.02286 1.33190 -0.405
C -2.15220 -1.84549 2.29730 -0.178
S -2.89931 -1.13741 3.76846 1.395
O -2.93323 -2.17390 4.76763 -0.721
O -4.13867 -0.52217 3.39875 -0.774
N -1.80697 0.05661 4.12645 0.277
C -0.53039 -0.41336 4.61071 -0.832
C -0.19463 -0.03284 6.05562 -0.746
C -1.37193 -0.21902 7.01482 -0.521
C -2.25793 1.02395 7.10201 -0.780
C -3.12594 1.24638 5.86654 -0.410
C -2.34211 1.33018 4.55467 -1.107
C -2.14942 -3.22338 2.12289 -1.184
C -1.61952 -3.77615 0.97959 -0.875
C -1.07020 -2.95550 -0.01808 0.701
H -3.84958 -5.30686 -2.24895 0.297
H -2.97098 -3.73953 -1.92365 0.231
H -1.81439 -6.57614 -1.83578 0.368
H -0.07913 -5.41061 -0.52307 0.473
H 0.20431 -5.09349 -2.23205 0.476
H 0.33496 -3.09085 -3.02084 0.452
H 0.12232 1.18226 -2.27749 0.289
H 0.32771 2.39399 -4.43455 0.173
H 1.28784 1.00564 -5.00109 0.494
H 3.07300 1.56737 -3.36858 0.069
H 2.05506 2.83926 -2.67974 0.532
H 3.03007 1.87160 -6.00690 0.289
H 3.59910 3.47340 -6.45997 0.429
H 5.45719 1.83550 -6.16659 0.420
H 5.02519 1.62760 -4.47128 0.273
H 5.62271 3.18689 -5.04702 0.261
H 2.66906 4.83353 -3.17970 0.425
H 4.32995 4.26529 -3.41744 0.371
H 3.83346 6.54199 -4.38712 0.431
H 2.70132 5.78484 -5.51414 0.340
H 4.42752 5.41589 -5.60321 0.288
H -1.64098 0.04892 1.45399 0.650
H -0.56531 -1.50218 4.52178 0.530
H 0.25876 -0.04201 3.94212 0.199
H 0.64299 -0.66000 6.36746 0.402
H 0.14403 1.00477 6.09466 0.392
H -1.96878 -1.07509 6.69560 0.251
H -0.98186 -0.43287 8.01245 0.350
H -2.91750 0.92717 7.96730 0.352
H -1.62714 1.90243 7.26746 0.316
H -3.83946 0.42647 5.76625 0.334
H -3.69182 2.17242 5.99064 0.380
H -1.51742 2.04266 4.62622 0.607
H -3.02188 1.65419 3.76279 0.346
H -2.57043 -3.84016 2.90098 0.564
H -1.65194 -4.84526 0.85323 0.335

=====

Entry 2:
65
Properties=species:S:1:pos:R:3:mulliken_charge:R:1 method="wB97M-V/def2-TZVPD" multiplicity=5 s_squared=6.030 lumo_energy_ev="-1.8752 / -5.1840" charge=+1 fmax_ev_per_a=2.62
O -2.90475 0.38859 -2.97503 -0.152
C -2.96213 -0.69086 -3.97556 -0.323
C -4.24672 -0.22961 -4.64038 -0.890
H -3.05521 -1.63471 -3.43600 0.157
H -2.11700 -0.72613 -4.66912 0.252
C -4.23132 0.75236 -3.45890 1.361
H -5.03940 -0.97457 -4.66571 0.310
H -4.15582 0.28881 -5.59339 0.323
C -5.34624 0.39488 -2.50531 -1.693
H -5.30480 -0.66697 -2.22769 0.348
H -6.30402 0.53096 -3.03277 0.414
H -5.31377 1.04819 -1.62335 0.374
C -4.26982 2.20042 -3.87440 -1.680
H -3.38942 2.42193 -4.48822 0.373
H -4.27827 2.80201 -2.95426 0.367
H -5.17175 2.38972 -4.47492 0.391
Pd 1.46484 0.70818 1.45880 0.539
C 2.88094 2.60989 1.89343 -0.169
C 3.83503 1.58678 1.62484 -0.459
C 3.55632 1.03632 0.33860 -0.466
H 4.66955 1.31748 2.26066 0.771
C 2.44358 1.76067 -0.22789 -0.998
C 2.02604 2.74477 0.74527 -0.774
H 1.23977 3.47481 0.60663 0.549
H 2.84974 3.22048 2.78836 0.512
H 4.11525 0.24825 -0.15358 0.503
H 2.03227 1.63087 -1.22047 0.719
C 0.67988 1.11507 4.06303 -0.302
C 0.25886 2.08538 3.11633 -0.560
C -0.51688 1.41494 2.10636 -0.731
H 0.40262 3.16133 3.19365 0.622
C -0.49484 -0.00550 2.42291 -0.804
C 0.23207 -0.16045 3.64779 -0.566
H 0.33786 -1.09496 4.19702 0.478
H 1.19614 1.32974 4.99863 0.678
H -1.03970 1.86304 1.26419 0.548
H -1.01957 -0.78278 1.87588 0.614
O -2.16970 -1.43432 -1.23550 -0.468
C -1.45475 -0.19342 -0.95729 1.221
C -0.36716 0.00871 -2.02944 0.927
H -0.94876 -0.26898 0.03349 -1.333
H -2.09546 0.70134 -0.89589 0.481
C -0.10134 -1.42834 -2.51415 -0.522
H 0.53583 0.48348 -1.60814 -1.258
H -0.66815 0.60734 -2.89199 0.423
C -1.13049 -2.30746 -1.78199 -0.704
H 0.92019 -1.77669 -2.32041 0.365
H -0.27327 -1.49018 -3.58968 0.274
H -0.67325 -2.86401 -0.95491 0.222
H -1.63422 -2.97786 -2.48403 0.387
C 3.61154 0.07731 4.58230 -1.207
C 3.41352 -0.97051 3.56490 0.562
C 3.97992 -2.28615 3.64575 -0.878
C 3.53891 -2.96978 2.51293 -1.169
C 2.72402 -2.07994 1.76923 0.133
C 2.04435 -2.40473 0.51509 -0.743
N 2.65494 -0.89300 2.41761 1.006
H 2.79497 0.07784 5.32883 0.223
H 3.70349 1.08719 4.14355 0.225
H 4.54495 -0.14940 5.13491 0.445
H 4.62774 -2.61288 4.45397 0.529
H 3.74141 -3.97437 2.18885 0.553
H 2.60905 -3.21095 0.03392 0.515
H 1.02213 -2.76466 0.69792 0.185
H 1.99024 -1.54489 -0.16522 -0.033

=====

How do the records compare in E? In the order shown, they have -1892.40810, -1306.83335 Eh.